# 1
{"formula": "C2H5NP2", "method": "wB97M-V/def2-TZVPD", "e_above_lowest_kj_mol": 104.3, "homo_lumo_gap_ev": 10.4, "symbols": ["N", "C", "C", "P", "P", "H", "H", "H", "H", "H"], "positions_angstrom": [[-1.798, 1.297, -1.128], [-0.746, 0.965, -0.811], [0.459, 0.398, -0.348], [0.195, 0.452, 1.613], [0.707, -1.473, -0.882], [1.385, 1.084, -0.543], [-0.668, -0.627, 1.466], [1.280, -0.501, 1.639], [-0.750, -1.795, -0.706], [0.793, -1.353, -2.189]], "mulliken_charge": [-0.41, 0.27, -0.57, -0.01, 0.06, 0.37, 0.06, 0.09, 0.08, 0.06]}

---

# 2
{"formula": "C2H5NS", "method": "wB97M-V/def2-TZVPD", "e_above_lowest_kj_mol": 149.7, "homo_lumo_gap_ev": 10.1, "symbols": ["C", "N", "C", "S", "H", "H", "H", "H", "H"], "positions_angstrom": [[-0.919, -0.087, 0.014], [0.491, -0.497, -0.043], [1.313, 0.448, -0.003], [3.051, -0.039, 0.015], [-1.210, 0.881, -0.227], [-1.382, -0.603, -0.726], [-1.230, -0.494, 0.916], [1.329, 1.580, 0.141], [2.463, -1.176, -0.324]], "mulliken_charge": [-0.92, -0.44, 0.14, -0.25, 0.38, 0.34, 0.31, 0.27, 0.18]}

---

# 3
{"formula": "C2H5NS", "method": "wB97M-V/def2-TZVPD", "e_above_lowest_kj_mol": 162.0, "homo_lumo_gap_ev": 9.6, "symbols": ["C", "N", "H", "C", "S", "H", "H", "H", "H"], "positions_angstrom": [[4.312, -0.152, 0.269], [3.507, 0.463, 0.805], [4.997, -0.904, 0.039], [0.622, -0.046, 0.664], [0.097, -0.501, -0.973], [-0.297, 0.417, 1.063], [1.510, 0.638, 0.534], [1.120, -0.709, 1.329], [-0.231, 0.736, -1.142]], "mulliken_charge": [0.05, -0.41, 0.28, -0.83, -0.19, 0.30, 0.36, 0.34, 0.10]}

---

# 4
{"formula": "C2H5NS", "method": "wB97M-V/def2-TZVPD", "e_above_lowest_kj_mol": 453.1, "homo_lumo_gap_ev": [6.7, 9.5], "symbols": ["C", "C", "N", "S", "H", "H", "H", "H", "H"], "positions_angstrom": [[1.755, 1.518, 0.110], [1.459, 0.426, -0.480], [-2.293, -1.578, 0.060], [-1.991, 0.031, -0.487], [2.723, 1.949, 0.035], [0.986, 1.946, 0.792], [1.373, -0.513, -0.891], [-2.552, -1.690, 1.036], [-1.460, -2.090, -0.175]], "mulliken_charge": [-0.47, -0.39, -0.46, -0.09, 0.25, 0.20, 0.41, 0.27, 0.27]}

---

# 5
{"formula": "C2H5NS2", "method": "wB97M-V/def2-TZVPD", "e_above_lowest_kj_mol": 479.7, "homo_lumo_gap_ev": [7.7, 7.8], "symbols": ["C", "C", "N", "S", "S", "H", "H", "H", "H", "H"], "positions_angstrom": [[0.377, -1.130, 0.491], [0.250, 1.498, -0.767], [-0.542, -0.918, -0.526], [-0.712, -0.628, 1.841], [-2.001, -0.836, 0.279], [0.710, -2.189, 0.572], [1.183, -0.400, 0.392], [-0.131, 1.752, -1.698], [-0.413, 1.630, 0.061], [1.279, 1.222, -0.646]], "mulliken_charge": [-0.07, -0.91, -0.31, -0.15, 0.08, 0.28, 0.14, 0.28, 0.34, 0.32]}

---

# 6
{"formula": "C2H5NS2", "method": "wB97M-V/def2-TZVPD", "e_above_lowest_kj_mol": 168.5, "homo_lumo_gap_ev": 9.8, "symbols": ["S", "C", "N", "C", "S", "H", "H", "H", "H", "H"], "positions_angstrom": [[2.668, 0.538, -0.092], [1.108, -0.206, -0.116], [0.024, 0.421, -0.011], [-1.189, -0.272, 0.179], [-2.585, 0.992, -0.160], [3.151, -0.342, -1.021], [1.114, -1.303, 0.204], [-1.353, -1.133, -0.427], [-1.235, -0.525, 1.280], [-1.703, 1.831, 0.165]], "mulliken_charge": [-0.17, -0.11, -0.33, -0.49, -0.22, 0.15, 0.31, 0.38, 0.35, 0.14]}

---

# 7
{"formula": "C2H5NS2", "method": "wB97M-V/def2-TZVPD", "e_above_lowest_kj_mol": 339.9, "homo_lumo_gap_ev": 8.4, "symbols": ["C", "C", "N", "S", "S", "H", "H", "H", "H", "H"], "positions_angstrom": [[-0.634, 0.070, -1.406], [-0.404, 1.190, 0.974], [-0.908, 0.418, -0.265], [-1.421, -0.367, -2.749], [1.061, -2.323, -0.492], [0.926, -1.223, 0.908], [-0.734, 0.670, 1.900], [0.647, 1.289, 0.992], [-0.792, 2.169, 0.860], [2.260, -1.893, -0.721]], "mulliken_charge": [0.32, -0.79, -0.22, -0.25, -0.33, 0.12, 0.28, 0.35, 0.34, 0.18]}

---

# 8
{"formula": "C2H5NS2", "method": "wB97M-V/def2-TZVPD", "e_above_lowest_kj_mol": 304.9, "homo_lumo_gap_ev": 7.8, "symbols": ["C", "C", "N", "S", "S", "H", "H", "H", "H", "H"], "positions_angstrom": [[1.533, -0.241, -0.432], [-1.290, -0.749, 0.453], [-0.191, 1.510, -0.406], [3.063, -0.333, 0.055], [0.175, 0.396, 0.643], [1.234, -0.198, -1.472], [-1.825, -0.421, -0.431], [-1.892, -0.606, 1.346], [-0.960, -1.777, 0.369], [0.153, 2.418, -0.126]], "mulliken_charge": [-0.21, -0.78, -0.66, -0.19, 0.33, 0.36, 0.29, 0.29, 0.32, 0.22]}

---

# 9
{"formula": "C2H5NS2", "method": "wB97M-V/def2-TZVPD", "e_above_lowest_kj_mol": 184.4, "homo_lumo_gap_ev": 9.2, "symbols": ["C", "N", "S", "C", "S", "H", "H", "H", "H", "H"], "positions_angstrom": [[-1.444, -0.102, 0.101], [-0.071, -0.152, 0.495], [0.911, -1.721, -0.018], [0.923, 0.039, -0.479], [2.305, 1.072, 0.028], [-1.636, -0.530, -0.889], [-2.033, -0.630, 0.851], [-1.737, 0.950, 0.101], [0.659, 0.253, -1.513], [2.124, 0.821, 1.323]], "mulliken_charge": [-0.75, -0.29, -0.11, -0.03, -0.22, 0.31, 0.25, 0.33, 0.36, 0.15]}

---

# 10
{"formula": "C2H5O2P", "method": "wB97M-V/def2-TZVPD", "e_above_lowest_kj_mol": 138.2, "homo_lumo_gap_ev": 10.1, "symbols": ["C", "C", "O", "O", "P", "H", "H", "H", "H", "H"], "positions_angstrom": [[0.518, -0.918, 0.515], [0.091, -0.234, -0.846], [-2.088, 1.168, 0.244], [0.307, 0.035, 1.517], [-0.644, 1.147, 0.067], [0.082, -1.887, 0.754], [1.623, -0.938, 0.515], [0.936, -0.116, -1.502], [-0.582, -0.696, -1.564], [-0.243, 2.439, 0.299]], "mulliken_charge": [-0.21, -0.57, -0.53, -0.57, 0.60, 0.27, 0.25, 0.31, 0.34, 0.11]}

---

# 11
{"formula": "C2H5O2S2", "method": "wB97M-V/def2-TZVPD", "e_above_lowest_kj_mol": 144.3, "charge": -1, "homo_lumo_gap_ev": 6.6, "symbols": ["C", "S", "S", "H", "H", "H", "H", "O", "C", "O", "H"], "positions_angstrom": [[1.353, -0.556, -1.331], [-0.420, -0.303, -1.713], [-1.793, -0.760, -0.269], [1.581, -0.890, -2.382], [1.805, 0.397, -1.025], [1.333, -1.343, -0.633], [-0.547, 0.028, 0.774], [0.182, 0.258, 1.515], [1.345, 0.796, 1.776], [1.425, 1.848, 2.381], [2.197, 0.529, 1.147]], "mulliken_charge": [-0.68, -0.18, -0.64, 0.27, 0.11, 0.28, 0.33, -0.43, 0.20, -0.56, 0.29]}

---

# 12
{"formula": "C2H5O3", "method": "wB97M-V/def2-TZVPD", "e_above_lowest_kj_mol": 78.5, "charge": -1, "homo_lumo_gap_ev": 8.3, "symbols": ["O", "C", "O", "C", "H", "H", "H", "H", "H", "O"], "positions_angstrom": [[-1.129, -0.257, -0.310], [-0.136, 0.459, -0.655], [0.372, 0.694, -1.727], [0.429, 1.185, 0.547], [1.422, 0.733, 0.813], [0.594, 2.114, 0.123], [-0.259, 0.950, 1.380], [-0.626, -1.505, 1.375], [0.685, -1.859, 0.678], [0.311, -1.725, 1.573]], "mulliken_charge": [-0.76, 0.47, -0.70, -0.78, 0.16, 0.41, 0.22, 0.34, 0.31, -0.67]}

---

# 13
{"formula": "C2H5O3", "method": "wB97M-V/def2-TZVPD", "e_above_lowest_kj_mol": 92.7, "charge": -1, "homo_lumo_gap_ev": 8.6, "symbols": ["C", "O", "H", "H", "H", "O", "C", "O", "H", "H"], "positions_angstrom": [[-1.241, 1.017, -0.310], [-1.008, 0.893, 1.053], [-0.629, 1.843, -0.715], [-1.179, 0.049, -0.824], [-2.290, 1.314, -0.513], [1.441, -0.691, -0.988], [1.620, -1.379, 0.029], [1.192, -1.215, 1.194], [2.264, -2.282, -0.142], [-0.170, 0.452, 1.216]], "mulliken_charge": [-0.51, -0.52, 0.21, 0.23, 0.21, -0.64, -0.05, -0.70, 0.38, 0.38]}

---

# 14
{"formula": "C2H5O3", "method": "wB97M-V/def2-TZVPD", "e_above_lowest_kj_mol": 271.1, "charge": -1, "homo_lumo_gap_ev": 6.9, "symbols": ["C", "C", "O", "O", "H", "H", "H", "H", "O", "H"], "positions_angstrom": [[-0.558, -0.520, 0.225], [-1.677, -0.277, -0.750], [-2.801, 0.093, -0.462], [0.368, -1.434, -0.195], [-1.022, -0.740, 1.214], [-1.406, -0.475, -1.818], [2.203, 0.238, 0.019], [-0.019, 0.510, 0.339], [2.289, 1.284, 0.265], [2.624, 1.322, 1.164]], "mulliken_charge": [-0.02, 0.04, -0.57, -0.89, 0.16, 0.32, 0.37, 0.02, -0.71, 0.29]}

---

# 15
{"formula": "C2H5O4S", "method": "wB97M-V/def2-TZVPD", "spin_multiplicity": 3, "charge": -1, "homo_lumo_gap_ev": [4.7, 6.8], "symbols": ["C", "C", "O", "O", "O", "O", "S", "H", "H", "H", "H", "H"], "positions_angstrom": [[1.904, -0.421, -0.076], [-0.786, 1.243, -0.213], [-2.709, -0.225, -0.135], [-0.747, -1.322, 0.921], [-0.446, 1.923, 0.723], [0.866, -0.308, -0.917], [-0.938, -0.610, -0.331], [1.603, -0.465, 0.958], [2.808, 0.339, -0.067], [2.646, -1.384, -0.271], [-1.092, 1.607, -1.248], [-3.109, -0.376, 0.655]], "mulliken_charge": [-0.58, -0.02, -0.56, -0.58, -0.51, -0.47, 0.60, 0.25, 0.20, 0.18, 0.26, 0.23]}

---

# 16
{"formula": "C2H5O4SZn", "method": "wB97M-V/def2-TZVPD", "charge": 1, "homo_lumo_gap_ev": 4.2, "symbols": ["O", "S", "O", "O", "C", "C", "O", "H", "H", "H", "H", "H", "Zn"], "positions_angstrom": [[2.380, 0.741, 0.462], [1.302, 0.027, -0.154], [1.194, 0.585, -1.630], [1.403, -1.392, -0.194], [-0.195, 0.433, 0.691], [-1.428, -0.271, 0.120], [-1.647, -1.495, 0.794], [-0.319, 1.510, 0.676], [-0.044, 0.105, 1.709], [-1.343, -0.471, -0.947], [-2.301, 0.329, 0.322], [-0.908, -2.079, 0.591], [1.907, 1.978, -2.440]], "mulliken_charge": [-0.66, 1.38, -0.30, -0.54, -0.57, -0.36, -0.51, 0.36, 0.37, 0.23, 0.35, 0.33, 0.93]}

---

# 17
{"formula": "C2H5OPS", "method": "wB97M-V/def2-TZVPD", "e_above_lowest_kj_mol": 227.0, "homo_lumo_gap_ev": [6.6, 7.2], "symbols": ["C", "C", "O", "P", "S", "H", "H", "H", "H", "H"], "positions_angstrom": [[-0.836, -0.571, -0.155], [-2.066, 0.206, 0.107], [-0.448, -1.646, -0.209], [2.553, -0.766, 0.130], [1.504, 1.010, 0.092], [-2.368, 0.798, -0.872], [-1.898, 0.944, 0.915], [-2.899, -0.407, 0.362], [3.782, -0.046, 0.288], [2.946, -1.138, -1.243]], "mulliken_charge": [0.47, -0.79, -0.23, -0.08, -0.34, 0.28, 0.26, 0.35, 0.05, 0.04]}

---

# 18
{"formula": "C2H5OS", "method": "wB97M-V/def2-TZVPD", "spin_multiplicity": 2, "e_above_lowest_kj_mol": 128.6, "homo_lumo_gap_ev": [9.5, 5.3], "symbols": ["S", "H", "C", "C", "O", "H", "H", "H", "H"], "positions_angstrom": [[-0.045, -0.475, 2.329], [0.420, 0.724, 2.706], [-0.910, -0.013, -0.991], [0.421, 0.130, -1.030], [1.332, -0.210, -0.147], [-1.716, 0.589, -1.364], [-1.441, -0.825, -0.436], [0.945, 0.647, -1.878], [0.994, -0.566, 0.810]], "mulliken_charge": [-0.27, 0.21, -0.80, 0.30, -0.45, 0.23, 0.23, 0.28, 0.29]}

---

# 19
{"formula": "C2H5PS", "method": "wB97M-V/def2-TZVPD", "e_above_lowest_kj_mol": 423.8, "homo_lumo_gap_ev": [8.0, 6.9], "symbols": ["C", "C", "P", "S", "H", "H", "H", "H", "H"], "positions_angstrom": [[-2.297, 0.786, -0.708], [1.773, -0.183, 0.471], [-1.833, -0.540, 0.063], [0.969, 0.370, -1.016], [-1.710, 1.634, -1.004], [2.655, -0.810, 0.315], [0.977, -0.444, 1.098], [2.227, 0.692, 0.773], [-2.762, -1.505, 0.009]], "mulliken_charge": [-0.24, -0.69, -0.09, -0.14, 0.34, 0.28, 0.25, 0.27, 0.03]}

---

# 20
{"formula": "C2H5PS2", "method": "wB97M-V/def2-TZVPD", "e_above_lowest_kj_mol": 240.4, "homo_lumo_gap_ev": [6.6, 6.9], "symbols": ["C", "C", "P", "S", "S", "H", "H", "H", "H", "H"], "positions_angstrom": [[0.584, 0.489, 0.514], [1.018, -0.122, -0.839], [-2.172, -0.641, -0.336], [-0.881, -0.387, 1.228], [-0.331, 1.890, 1.050], [1.376, 0.120, 1.176], [2.014, -0.642, -0.603], [1.271, 0.593, -1.566], [0.199, -0.747, -1.277], [-3.077, -0.552, 0.654]], "mulliken_charge": [0.02, -0.81, -0.02, -0.07, -0.19, 0.28, 0.26, 0.30, 0.22, 0.00]}